The following is a quantum chemistry calculation of a molecular structure, C46H42CrN4O3Te, from the OMol25 dataset.

Calculated values
- M: 878.46 g/mol
- Energy relative to the best compared isomer or geometry (same formula, charge and spin): 26.5 kcal per mole
- Charge: -1
- Total energy: -96202.67854 eV
- Kohn-Sham gap (spin up / spin down): 4.63 / 5.72 eV
- HOMO level (spin up / spin down): -2.69 / -5.22 eV
- Multiplicity: 6

Cartesian coordinates (Å):
Cr1 2.15 0.78 -0.90
O1 -0.50 5.36 -5.20
C1 -0.89 5.19 -4.03
O2 -1.90 5.62 -3.44
C2 0.01 4.24 -3.18
C3 -0.25 4.03 -1.86
C4 0.56 3.15 -1.11
N1 1.51 2.44 -1.77
C5 1.85 2.72 -3.04
C6 1.14 3.62 -3.78
C7 3.10 2.01 -3.41
C8 3.57 1.96 -4.71
C9 4.74 1.26 -4.96
C10 5.40 0.64 -3.91
C11 4.86 0.74 -2.64
N2 3.74 1.41 -2.38
C12 0.61 2.93 0.29
C13 -0.11 3.66 1.26
C14 0.16 3.50 2.58
C15 1.15 2.57 2.98
C16 1.79 1.84 2.01
N3 1.56 1.98 0.69
H1 -1.09 4.57 -1.42
H2 1.39 3.89 -4.80
H3 3.02 2.44 -5.50
H4 5.12 1.19 -5.97
H5 6.31 0.08 -4.07
H6 5.33 0.27 -1.79
H7 -0.85 4.38 0.92
H8 -0.37 4.09 3.32
H9 1.40 2.41 4.02
H10 2.53 1.10 2.28
C17 4.29 -0.33 0.89
C18 5.26 -1.04 0.22
C19 4.62 -1.98 -0.64
C20 3.26 -1.85 -0.48
C21 3.00 -0.79 0.46
H11 4.48 0.44 1.63
H12 6.33 -0.89 0.30
H13 5.11 -2.65 -1.33
H14 2.50 -2.43 -1.00
H15 2.13 -0.78 1.10
C22 -2.13 -6.03 4.75
C23 -1.86 -5.00 3.68
C24 -0.61 -4.88 3.09
C25 -0.36 -3.94 2.10
C26 1.02 -3.86 1.50
C27 -1.39 -3.08 1.70
Te1 -1.01 -1.54 0.15
N4 0.33 -0.09 -0.90
C28 0.50 -0.43 -2.18
O3 1.67 -0.33 -2.66
C29 -0.65 -0.70 -3.09
C30 -1.36 0.39 -3.57
C31 -2.43 0.21 -4.43
C32 -2.80 -1.08 -4.81
C33 -2.09 -2.17 -4.34
C34 -1.00 -1.98 -3.50
C35 -1.67 0.00 1.43
C36 -2.64 0.88 0.94
C37 -3.11 0.93 -0.48
C38 -3.21 1.80 1.82
C39 -2.82 1.88 3.15
C40 -3.44 2.88 4.09
C41 -1.81 1.04 3.59
C42 -1.21 0.10 2.75
C43 -0.09 -0.72 3.32
C44 -2.67 -3.21 2.25
C45 -3.85 -2.37 1.83
C46 -2.88 -4.16 3.24
H16 -1.20 -6.48 5.09
H17 -2.77 -6.83 4.37
H18 -2.63 -5.58 5.61
H19 0.19 -5.54 3.41
H20 1.67 -4.63 1.92
H21 1.49 -2.89 1.67
H22 0.99 -4.01 0.42
H23 -1.07 1.40 -3.27
H24 -2.97 1.07 -4.80
H25 -3.64 -1.22 -5.48
H26 -2.37 -3.17 -4.65
H27 -0.43 -2.84 -3.15
H28 -3.02 -0.03 -1.00
H29 -2.52 1.65 -1.05
H30 -4.16 1.24 -0.53
H31 -3.96 2.48 1.45
H32 -4.13 3.54 3.56
H33 -2.68 3.49 4.57
H34 -4.00 2.37 4.88
H35 -1.45 1.12 4.61
H36 0.38 -0.17 4.14
H37 0.69 -0.93 2.58
H38 -0.44 -1.67 3.71
H39 -3.78 -2.02 0.80
H40 -3.96 -1.49 2.46
H41 -4.77 -2.96 1.92
H42 -3.87 -4.26 3.67

Here are the Mulliken charges for atoms 1 to 4, given in e: atom 1 (Cr): -0.6402, atom 2 (O): -0.7494, atom 3 (C): 0.3640, atom 4 (O): -0.7464

The following is a quantum chemistry calculation of a molecular structure, C46H42HfN8Si in a non-equilibrium geometry, from the OMol25 dataset.

Calculated values
- M: 913.47 g/mol
- Energy relative to the best compared isomer or geometry (same formula, charge and spin): 22.1 kcal per mole
- Charge: +2
- Total energy: -69478.49917 eV
- Kohn-Sham gap: 7.05 eV
- HOMO level: -12.93 eV

Cartesian coordinates (Å):
Hf1 0.19 0.07 -0.08
C1 4.11 2.24 1.34
C2 3.05 1.72 0.61
N1 1.88 1.40 1.13
C3 1.68 1.63 2.45
C4 2.70 2.17 3.28
C5 3.95 2.46 2.69
C6 2.45 2.38 4.67
C7 1.25 2.06 5.22
C8 0.19 1.55 4.42
C9 -1.07 1.26 4.95
C10 -2.05 0.77 4.11
C11 -1.75 0.59 2.76
N2 -0.57 0.86 2.22
C12 0.40 1.34 3.03
H1 5.05 2.46 0.85
H2 3.15 1.59 -0.46
H3 4.74 2.85 3.30
H4 3.24 2.80 5.27
H5 1.08 2.21 6.27
H6 -1.27 1.41 6.00
H7 -3.04 0.54 4.48
H8 -2.50 0.19 2.08
C13 0.19 -1.76 1.22
Si1 1.58 -2.97 0.80
C14 1.27 -3.07 -1.10
N3 1.25 -1.73 -1.73
C15 0.50 -1.79 -3.01
C16 1.16 -2.68 -4.07
C17 2.65 -2.34 -4.23
C18 3.01 -1.09 -3.43
C19 2.65 -1.28 -1.96
C20 3.25 -2.22 1.29
C21 4.44 -2.67 0.72
C22 5.67 -2.25 1.19
C23 5.75 -1.37 2.26
C24 4.58 -0.92 2.85
C25 3.35 -1.34 2.37
C26 1.49 -4.72 1.53
C27 0.57 -5.66 1.07
C28 0.51 -6.92 1.63
C29 1.36 -7.27 2.66
C30 2.28 -6.35 3.12
C31 2.35 -5.09 2.56
H9 0.21 -1.55 2.29
H10 -0.77 -2.27 1.05
H11 0.28 -3.51 -1.23
H12 1.98 -3.72 -1.61
H13 0.42 -0.77 -3.40
H14 -0.51 -2.15 -2.80
H15 0.63 -2.52 -5.01
H16 1.04 -3.73 -3.81
H17 2.90 -2.20 -5.28
H18 3.26 -3.17 -3.86
H19 2.49 -0.21 -3.82
H20 4.08 -0.89 -3.52
H21 2.84 -0.35 -1.41
H22 3.33 -2.04 -1.56
H23 4.40 -3.40 -0.08
H24 6.57 -2.62 0.74
H25 6.71 -1.06 2.64
H26 4.62 -0.27 3.71
H27 2.45 -1.00 2.87
H28 -0.10 -5.41 0.26
H29 -0.20 -7.64 1.25
H30 1.30 -8.25 3.10
H31 2.96 -6.62 3.92
H32 3.08 -4.38 2.93
N4 -4.20 0.38 -1.29
C32 -4.24 -0.97 -1.45
C33 -3.00 -1.43 -1.10
N5 -2.21 -0.38 -0.72
C34 -2.97 0.71 -0.85
C35 -2.49 2.02 -0.53
N6 -1.29 2.23 -0.01
C36 -1.19 3.57 0.19
C37 -2.34 4.18 -0.21
N7 -3.16 3.20 -0.67
H33 -4.97 1.00 -1.49
H34 -5.11 -1.49 -1.79
H35 -2.64 -2.43 -1.09
H36 -0.30 4.00 0.60
H37 -2.64 5.21 -0.20
H38 -4.07 3.35 -1.07
N8 0.84 5.10 -8.89
C38 0.75 4.51 -7.91
C39 0.67 3.80 -6.69
C40 -0.08 4.31 -5.63
C41 -0.11 3.64 -4.43
C42 0.61 2.46 -4.26
C43 1.34 1.94 -5.33
C44 1.38 2.61 -6.54
C45 0.58 1.79 -3.00
C46 0.57 1.24 -1.92
H39 -0.63 5.23 -5.77
H40 -0.68 4.04 -3.59
H41 1.89 1.02 -5.22
H42 1.97 2.23 -7.36

Here are the Mulliken charges for atoms 1 to 4, given in e: atom 1 (Hf): 2.2172, atom 2 (C): -1.1396, atom 3 (C): -0.3491, atom 4 (N): 0.4332

Question: Among the records above, which one has the lowest total energy?
Answer: C46H42CrN4O3Te